1.
{
  "formula": "C28H40ClN4O9P3",
  "method": "wB97M-V/def2-TZVPD",
  "smiles": "C#CC[C@@]1(P(O)Cl)NC(=O)[C@@](P(CC)CC)(P(=O)(O)O)[C@@]1(C)NCCCC.O=[N+]([O-])c1ccccc1.O=[N+]([O-])c1ccccc1",
  "gap_ev": 6.61,
  "homo_energy_ev": -7.520,
  "symbols": ["C", "C", "C", "C", "P", "O", "Cl", "N", "C", "O", "C", "P", "C", "C", "C", "C", "P", "O", "O", "O", "C", "C", "N", "C", "C", "C", "C", "H", "H", "H", "H", "H", "H", "H", "H", "H", "H", "H", "H", "H", "H", "H", "H", "H", "H", "H", "H", "H", "H", "H", "H", "H", "H", "H", "H", "H", "H", "O", "N", "O", "C", "C", "C", "C", "C", "C", "H", "H", "H", "H", "H", "O", "N", "O", "C", "C", "C", "C", "C", "C", "H", "H", "H", "H", "H"],
  "xyz": [[-0.95774, -3.28229, -2.93982], [-1.08012, -2.28306, -2.28827], [-1.13647, -0.96560, -1.65406], [0.06933, -0.72621, -0.70093], [-0.63773, -1.54972, 0.87758], [-1.36879, -0.34440, 1.71032], [1.00760, -2.12732, 2.04020], [1.29057, -1.46909, -0.99643], [2.15260, -0.73771, -1.79238], [3.12409, -1.16802, -2.35442], [1.64478, 0.76057, -1.80311], [3.26466, 1.72899, -1.74702], [3.00403, 3.54855, -1.63723], [1.92254, 4.09009, -2.57609], [4.36545, 1.09911, -0.40605], [5.23615, 2.20269, 0.24566], [0.91385, 0.92811, -3.48308], [-0.28921, 1.77158, -3.53641], [0.63339, -0.56784, -3.99983], [2.05092, 1.46444, -4.47328], [0.63132, 0.73012, -0.59717], [1.35737, 0.84777, 0.73703], [-0.51139, 1.62894, -0.57698], [-0.25782, 3.01850, -0.18215], [-0.80911, 3.37596, 1.22314], [0.11292, 4.33964, 1.99176], [0.85003, 3.65701, 3.17791], [-0.84042, -4.16220, -3.52534], [-2.03304, -0.96952, -1.02001], [-1.29320, -0.16065, -2.36926], [-2.28090, -0.64255, 1.82728], [1.21601, -2.45738, -1.20240], [2.80704, 3.93568, -0.62870], [3.95179, 3.99760, -1.93826], [0.93495, 3.67076, -2.40744], [2.18405, 3.98166, -3.62730], [1.83950, 5.16527, -2.39355], [5.03529, 0.39215, -0.89075], [3.87231, 0.54281, 0.38862], [6.24881, 2.16646, -0.15352], [4.84642, 3.20978, 0.10787], [5.32042, 2.04107, 1.32025], [0.12998, -0.49851, -4.82436], [2.41656, 0.73548, -4.99122], [0.65616, 0.85079, 1.56826], [2.05947, 0.03288, 0.88176], [1.93385, 1.77363, 0.79408], [-0.97232, 1.65297, -1.47709], [0.79617, 3.29701, -0.23101], [-0.76448, 3.65834, -0.90859], [-0.97862, 2.44565, 1.76499], [-1.78336, 3.84832, 1.07858], [0.88709, 4.74826, 1.33697], [-0.45400, 5.19818, 2.35380], [1.84582, 3.34457, 2.86162], [0.28557, 2.77937, 3.48791], [0.97483, 4.34379, 4.01378], [-5.62460, -0.37423, -0.97959], [-5.04692, 0.19634, -0.08194], [-3.89135, -0.01784, 0.24276], [-5.77832, 1.22531, 0.67042], [-7.10256, 1.47099, 0.35698], [-7.79132, 2.42987, 1.08168], [-7.15175, 3.12739, 2.09832], [-5.81831, 2.87231, 2.39150], [-5.12109, 1.91361, 1.67472], [-7.59259, 0.92503, -0.43544], [-8.82881, 2.63166, 0.85407], [-7.69473, 3.87270, 2.66443], [-5.32110, 3.41937, 3.18054], [-4.08316, 1.71066, 1.89623], [2.14553, -10.41015, 0.63907], [1.49048, -9.79379, 1.45543], [0.81138, -10.30371, 2.32383], [1.52024, -8.32377, 1.38613], [2.25765, -7.71408, 0.38757], [2.26719, -6.33018, 0.31567], [1.54825, -5.57872, 1.23688], [0.82047, -6.21006, 2.23646], [0.80248, -7.59342, 2.31578], [2.81444, -8.30485, -0.32440], [2.83536, -5.83710, -0.46168], [1.55031, -4.49800, 1.17939], [0.26345, -5.62185, 2.95320], [0.23672, -8.09148, 3.08894]]
}


2.
{
  "formula": "C28H40N4O4P2PdS6",
  "method": "wB97M-V/def2-TZVPD",
  "spin_multiplicity": 5,
  "gap_ev": [6.02, 6.46],
  "homo_energy_ev": [-5.740, -7.901],
  "s2": 6.068,
  "symbols": ["Pd", "C", "N", "C", "P", "O", "O", "P", "O", "N", "C", "C", "N", "C", "C", "N", "C", "C", "H", "H", "H", "H", "H", "H", "H", "H", "H", "H", "H", "H", "H", "H", "H", "H", "H", "H", "H", "H", "H", "H", "H", "H", "S", "C", "S", "C", "C", "S", "S", "S", "C", "C", "C", "C", "C", "C", "C", "C", "C", "C", "C", "C", "C", "C", "C", "H", "H", "H", "H", "H", "H", "H", "H", "H", "H", "C", "S", "C", "O", "H", "H", "H", "H", "H", "H"],
  "xyz": [[0.11670, 0.32793, -0.02509], [-4.79313, -2.83726, 0.50133], [-4.01607, -1.70271, 0.96209], [-4.78801, -0.70454, 1.67744], [-2.59780, -1.31422, 0.24377], [-2.01472, -0.12945, 0.92514], [-2.91656, -1.00119, -1.30881], [-2.31772, 0.01420, -2.41359], [-0.97127, 0.52959, -2.09441], [-2.35801, -0.91103, -3.76057], [-3.34738, -1.93052, -4.04408], [-1.43701, -0.63366, -4.84607], [-3.41734, 1.23009, -2.53686], [-3.52340, 2.10787, -1.37437], [-4.68813, 0.99270, -3.19545], [-1.70825, -2.67152, 0.13338], [-1.18077, -3.23241, 1.37104], [-1.13961, -3.28028, -1.05891], [-5.26068, -3.33531, 1.35253], [-4.14921, -3.55585, -0.00124], [-5.58306, -2.52395, -0.19016], [-5.23254, -1.16086, 2.56406], [-5.59660, -0.30679, 1.05440], [-4.13857, 0.10941, 1.98669], [-3.98411, -2.09998, -3.18049], [-2.84874, -2.87088, -4.29290], [-3.97890, -1.64407, -4.89205], [-0.66539, 0.05305, -4.50795], [-1.96161, -0.19931, -5.70260], [-0.95969, -1.56404, -5.16121], [-2.54439, 2.26558, -0.92453], [-4.20060, 1.68345, -0.62266], [-3.92456, 3.06897, -1.70005], [-4.53960, 0.49540, -4.15239], [-5.16146, 1.95678, -3.38762], [-5.37237, 0.39551, -2.57832], [-1.53533, -2.66067, 2.22850], [-0.08766, -3.18298, 1.35145], [-1.50690, -4.27033, 1.48023], [-1.58318, -2.86504, -1.95975], [-1.34294, -4.35570, -1.03810], [-0.05619, -3.11661, -1.08192], [6.59791, 2.43198, 2.60476], [5.15189, 1.96622, 2.00079], [3.84007, 1.43024, 2.99357], [2.62719, 1.25091, 1.75606], [3.06148, 1.54650, 0.45099], [2.12651, 1.50600, -0.93614], [4.72518, 2.06443, 0.33056], [1.07126, 0.82593, 2.22215], [1.30890, -1.35002, -0.01711], [2.30081, -1.98672, 0.32420], [3.50453, -2.46700, 0.82067], [3.49918, -3.42699, 1.91528], [2.40954, -3.47552, 2.79684], [2.36977, -4.39825, 3.82448], [3.40984, -5.30321, 3.99663], [4.49143, -5.27028, 3.12706], [4.53873, -4.34465, 2.10024], [4.73137, -1.88592, 0.29166], [5.87023, -1.72199, 1.08807], [6.98603, -1.06565, 0.59879], [6.99684, -0.56673, -0.69567], [5.87303, -0.72333, -1.49806], [4.75288, -1.36641, -1.01091], [1.60924, -2.75652, 2.67071], [1.52615, -4.40658, 4.50267], [3.37912, -6.02685, 4.79985], [5.30331, -5.97628, 3.24363], [5.37791, -4.34508, 1.41748], [5.86359, -2.07256, 2.11199], [7.84307, -0.92366, 1.24281], [7.86761, -0.04788, -1.07275], [5.86680, -0.33047, -2.50580], [3.86640, -1.46336, -1.62345], [-0.38460, 5.28944, -0.21881], [0.14644, 3.84513, 0.70681], [-0.52704, 4.29849, 2.30492], [-0.72421, 2.73497, 0.21768], [0.11212, 6.17148, 0.17619], [-1.46644, 5.38514, -0.14706], [-0.09016, 5.13679, -1.25302], [-0.04236, 5.20721, 2.65183], [-0.30847, 3.47731, 2.98333], [-1.60287, 4.43643, 2.21399]]
}


3.
{
  "formula": "C28H41AlBeBr2CaCl6F3O6",
  "method": "wB97M-V/def2-TZVPD",
  "gap_ev": 1.22,
  "charge": 3,
  "homo_energy_ev": -12.294,
  "symbols": ["C", "O", "C", "C", "C", "C", "C", "C", "C", "C", "C", "C", "C", "C", "O", "C", "C", "C", "C", "C", "C", "C", "O", "C", "C", "F", "F", "F", "C", "C", "O", "H", "H", "H", "H", "H", "H", "H", "H", "H", "H", "H", "H", "H", "H", "H", "H", "H", "H", "H", "H", "H", "H", "H", "H", "H", "H", "H", "H", "H", "H", "H", "O", "H", "Be", "Cl", "Ca", "C", "C", "O", "H", "H", "H", "H", "H", "H", "C", "Cl", "Cl", "Cl", "H", "Br", "Br", "C", "Cl", "Cl", "H", "H", "Al"],
  "xyz": [[5.17438, -2.41483, 0.49799], [5.35539, -1.50168, -0.57105], [5.92359, -0.28083, -0.12271], [4.73951, 0.67495, 0.02383], [4.20860, 0.90995, -1.41922], [3.41461, 2.20346, -1.55096], [3.02552, 2.56451, -3.00030], [2.67565, 1.37117, -3.89218], [1.46789, 0.58471, -3.36427], [0.15011, 1.37549, -3.36015], [-0.82181, 0.72052, -2.35684], [-1.45397, 1.65339, -1.32473], [-0.98362, 2.84815, -0.93972], [-1.65076, 3.63159, 0.11726], [-1.83254, 4.92010, 0.13711], [-2.23139, 2.81154, 1.18436], [-2.26435, 3.21436, 2.51399], [-2.79478, 2.34589, 3.44147], [-3.30199, 1.09975, 3.09346], [-3.29509, 0.68325, 1.76030], [-3.80361, -0.67266, 1.31210], [-5.24465, -0.61037, 0.81624], [-5.71987, -1.95230, 0.42522], [-5.05848, -2.23068, -0.85748], [-4.65865, -3.71450, -0.89893], [-4.85319, -4.30628, -2.05237], [-5.41802, -4.35770, 0.05210], [-3.36753, -3.85756, -0.56378], [-2.74903, 1.55994, 0.81438], [-2.65983, 1.19835, -0.63862], [-3.56081, 0.57901, -1.22075], [4.48621, -3.20673, 0.21124], [6.12453, -2.83702, 0.83175], [4.72145, -1.89649, 1.35125], [6.49267, -0.40151, 0.79850], [6.54253, 0.10887, -0.92993], [5.05200, 1.61769, 0.47750], [3.92737, 0.22410, 0.59714], [5.05696, 0.91946, -2.10468], [3.59851, 0.00307, -1.66291], [4.05417, 3.00262, -1.17008], [2.52946, 2.18282, -0.90448], [3.88820, 3.05180, -3.45872], [2.24186, 3.32544, -2.96128], [3.50490, 0.67123, -3.94897], [2.42212, 1.73278, -4.89102], [1.33177, -0.35407, -3.90300], [1.70051, 0.28729, -2.33826], [-0.28746, 1.25192, -4.35620], [0.29694, 2.43857, -3.20001], [-0.31390, -0.06850, -1.79766], [-1.63142, 0.18296, -2.88913], [-0.06291, 3.25141, -1.37570], [-1.84642, 4.16704, 2.80613], [-2.78726, 2.63602, 4.49599], [-3.68354, 0.44197, 3.86317], [-3.10685, -1.07122, 0.57960], [-3.77028, -1.38719, 2.13699], [-5.35320, -0.02048, -0.08529], [-5.89571, -0.17875, 1.57291], [-5.70204, -1.93582, -1.75237], [-4.17086, -1.63350, -0.97573], [3.62686, -1.48739, -2.76454], [4.29326, -1.94308, -2.21148], [-7.10672, -2.93191, 0.43137], [0.67088, 4.67394, -0.34125], [-3.70040, 0.27294, -3.53091], [-1.72012, -5.95111, 2.70141], [-0.78842, -5.98932, 1.50318], [-1.42834, -6.56136, 0.36785], [-2.06125, -6.95553, 2.94916], [-1.22252, -5.52472, 3.57414], [-2.61002, -5.35210, 2.47969], [0.08494, -6.60124, 1.71800], [-0.44619, -4.97689, 1.25064], [-2.19719, -6.02260, 0.16283], [-4.17947, 4.37579, 7.54346], [-3.61267, 4.59826, 9.17128], [-3.89972, 5.88930, 6.59542], [-3.39255, 2.98591, 6.76320], [-5.24802, 4.19268, 7.56112], [-5.58283, -2.00486, -3.84437], [-3.50137, 5.71140, -0.50229], [9.67417, -0.79836, -2.19476], [9.73548, 0.44210, -0.93601], [8.00643, -1.25416, -2.57549], [10.14191, -0.41020, -3.09144], [10.20211, -1.67744, -1.84548], [-1.50975, 5.74356, 5.99280]]
}